{
  "formula": "C19H24BF3N3O3PS",
  "method": "ωB97M-V/def2-TZVPD",
  "species": ["C", "C", "C", "C", "C", "N", "C", "B", "N", "O", "C", "C", "N", "C", "C", "P", "C", "C", "C", "C", "C", "S", "H", "H", "H", "H", "H", "H", "H", "H", "H", "H", "H", "H", "H", "H", "H", "H", "H", "H", "H", "C", "C", "O", "C", "O", "C", "F", "F", "F", "H", "H", "H", "H", "H"],
  "xyz": [[-6.6558, 1.6729, 2.8851], [-5.5302, 1.4879, 2.5161], [-4.2069, 0.9788, 2.2536], [-3.1283, 1.5117, 2.9009], [-1.8026, 1.0746, 2.6691], [-0.8124, 1.6998, 3.3723], [0.3873, 1.2086, 3.1201], [1.6111, 1.8964, 3.9017], [1.6792, 3.3368, 3.8147], [2.5138, 1.1715, 4.6669], [0.6433, 0.1566, 2.1736], [2.0535, -0.3579, 1.9440], [-0.3250, -0.4000, 1.4703], [-1.5956, 0.0498, 1.7292], [-2.7090, -0.5389, 1.0169], [-2.5900, -1.8597, -0.2669], [-2.1554, -0.9694, -1.8435], [-1.0850, 0.1162, -1.6741], [-1.1917, -3.0060, 0.0810], [-1.5290, -4.1032, 1.1203], [-3.9901, -0.0740, 1.2966], [-5.4700, -0.6659, 0.4924], [-7.6560, 1.8207, 3.2259], [-3.2940, 2.3020, 3.6288], [2.6289, 3.6995, 3.8121], [1.2350, 3.6534, 2.9578], [3.3996, 1.5194, 4.5048], [1.9401, -1.4007, 1.6219], [2.6320, -0.3800, 2.8655], [2.5587, 0.1500, 1.1238], [-3.0811, -0.4673, -2.1513], [-1.8749, -1.6965, -2.6108], [-0.9314, 0.6538, -2.6204], [-1.4025, 0.8656, -0.9410], [-0.1321, -0.2870, -1.3364], [-0.2538, -2.5297, 0.3813], [-0.9783, -3.5103, -0.8712], [-1.0658, -5.0361, 0.7730], [-2.6018, -4.2970, 1.2043], [-1.0771, -3.9108, 2.0974], [-5.1826, -1.9604, 0.2584], [4.0537, 0.7225, -6.1467], [3.8726, 1.5968, -4.9247], [3.1296, 0.9056, -3.9029], [3.8291, 0.0914, -3.1226], [5.0030, -0.1178, -3.1902], [2.9070, -0.5289, -2.0653], [1.7378, -0.9327, -2.5643], [2.6130, 0.3599, -1.0960], [3.4751, -1.5833, -1.4803], [3.0879, 0.3697, -6.5102], [4.5472, 1.2802, -6.9420], [4.6564, -0.1557, -5.9146], [3.2849, 2.4781, -5.1742], [4.8285, 1.9393, -4.5301]],
  "total_energy_ev": -59658.8272,
  "e_lumo_ha": -0.013,
  "smiles": "C#Cc1cc2nc(B(N)O)c(C)nc2c(P(CC)CC)c1S.CCOC(=O)C(F)(F)F",
  "total_charge": 0,
  "largest_force_ev_per_a": 1.72
}